Here is a structure of composition C32H28BrF4N2PPdSe4 from the Open Molecules 2025 dataset. Energies are from ωB97M-V with the def2-TZVPD basis set.

The geometry in ORCA input format:
```
! RIJCOSX wB97M-V def2-TZVPD def2/J DEFGRID3
* xyz 4 5
Pd -0.2169 1.3496 -0.6708
C 1.3250 -1.6901 4.6043
Se 1.8648 -1.4009 2.7658
C 3.4547 -0.3259 3.1210
C 2.9853 1.0633 3.5039
Se 1.5949 1.5964 2.2233
C 0.5775 2.7517 3.4066
H 2.0877 -2.3178 5.0646
H 0.3728 -2.2136 4.5908
H 1.2390 -0.7461 5.1367
H 4.0524 -0.3502 2.2113
H 4.0192 -0.8056 3.9207
H 3.7813 1.8066 3.4975
H 2.5100 1.0677 4.4832
H 1.2754 3.4624 3.8455
H 0.0973 2.1571 4.1799
H -0.1646 3.2711 2.8046
F -1.5271 -1.6858 -7.2471
C -1.2792 -1.5569 -5.9813
C -1.4544 -2.5808 -5.0790
F -1.8724 -3.7471 -5.4271
C -1.1538 -2.3684 -3.6808
F -1.3190 -3.4145 -2.9395
C -0.7019 -1.1499 -3.1356
P -0.3093 -0.9660 -1.3195
C -1.5887 -1.9264 -0.5090
C -2.9206 -1.6339 -0.8209
C -3.9453 -2.3315 -0.2061
C -3.6471 -3.3175 0.7314
C -2.3273 -3.6005 1.0526
C -1.2923 -2.9098 0.4323
C 1.3003 -1.7331 -1.1493
C 2.3945 -0.9019 -0.8880
C 3.6738 -1.4305 -0.8015
C 3.8665 -2.7961 -0.9700
C 2.7839 -3.6330 -1.2220
C 1.5056 -3.1079 -1.3164
C -0.5168 -0.1465 -4.0577
Br 0.1513 1.5356 -3.6454
C -0.8075 -0.3434 -5.4716
F -0.6250 0.6395 -6.2799
H -3.1656 -0.8649 -1.5494
H -4.9754 -2.1216 -0.4618
H -4.4475 -3.8736 1.2012
H -2.1011 -4.3803 1.7676
H -0.2656 -3.1523 0.6750
H 2.2514 0.1696 -0.7632
H 4.5222 -0.7832 -0.6215
H 4.8647 -3.2109 -0.9168
H 2.9400 -4.6957 -1.3492
H 0.6756 -3.7751 -1.5107
Se -1.6681 4.6041 0.0780
Se -2.4562 2.7122 -1.0550
C -2.8527 1.6888 0.5139
C -4.0671 1.6842 1.1626
C -4.1664 0.8732 2.2917
C -3.0705 0.1189 2.6837
C -1.8963 0.1880 1.9502
N -1.7883 0.9752 0.8763
C 0.0734 4.5683 -0.6995
C 0.6238 5.7820 -1.0750
C 1.9319 5.8017 -1.5430
C 2.6254 4.6047 -1.6358
C 1.9894 3.4390 -1.2570
N 0.7316 3.3975 -0.7807
H -4.8990 2.2805 0.8128
H -5.0925 0.8337 2.8510
H -3.1243 -0.5249 3.5507
H -1.0244 -0.3974 2.2107
H 0.0437 6.6929 -1.0107
H 2.3914 6.7355 -1.8405
H 3.6432 4.5717 -1.9985
H 2.5093 2.4887 -1.3145
*
```

Properties
- Highest occupied orbital energy (alpha / beta): -19.078 / -19.191 eV
- Frontier orbital gap (alpha / beta): 7.98 / 4.66 eV
- Energy: -391642.38981 eV
- LUMO (alpha / beta): -11.093 / -14.527 eV

natural (NBO) analysis output, partial charges in e:
1 Pd 0.753
2 C -0.799
3 Se 0.665
4 C -0.590
5 C -0.558
6 Se 0.478
7 C -0.777
8 H 0.280
9 H 0.261
10 H 0.247
11 H 0.255
12 H 0.282
13 H 0.274
14 H 0.245
15 H 0.270
16 H 0.250
17 H 0.246
18 F -0.198
19 C 0.293
20 C 0.384
21 F -0.183
22 C 0.591
23 F -0.220
24 C -0.469
25 P 0.979
26 C -0.420
27 C -0.224
28 C -0.184
29 C -0.170
30 C -0.125
31 C -0.229
32 C -0.450
33 C -0.198
34 C -0.206
35 C -0.134
36 C -0.193
37 C -0.132
38 C -0.065
39 Br 0.304
40 C 0.484
41 F -0.189
42 H 0.212
43 H 0.253
44 H 0.259
45 H 0.241
46 H 0.230
47 H 0.191
48 H 0.243
49 H 0.261
50 H 0.261
51 H 0.225
52 Se 0.362
53 Se 0.438
54 C 0.002
55 C -0.227
56 C -0.093
57 C -0.211
58 C 0.067
59 N -0.518
60 C 0.002
61 C -0.229
62 C -0.080
63 C -0.222
64 C 0.043
65 N -0.590
66 H 0.275
67 H 0.274
68 H 0.263
69 H 0.214
70 H 0.273
71 H 0.274
72 H 0.270
73 H 0.208